Molecular formula: C3H2Br2O
Method: DFT, the ωB97M-V functional and the def2-TZVPD basis

XYZ file:
```
8
Properties=species:S:1:pos:R:3:lowdin_charge:R:1
C -0.18 -0.38 0.15 -0.145
C -1.53 -0.40 0.49 -0.633
C -2.50 0.27 1.09 -0.259
O -3.36 0.92 1.49 0.239
Br -2.61 -1.74 -0.35 0.858
Br 2.00 -1.91 0.50 -0.046
H -0.05 -0.91 -0.68 -0.055
H 0.28 0.48 0.43 0.041
```

Its HOMO energy (spin up / spin down) is -9.30 / -8.88 eV. For the energy above the lowest of the compared OMol25 structures with the same formula, charge and spin, the calculation gives 57.9 kcal per mole. For the LUMO energy (spin up / spin down), the calculation gives -1.9865 / -2.2479 eV.

Molecular formula: C3H2Br3ClO
Method: DFT, the ωB97M-V functional and the def2-TZVPD basis

XYZ file:
```
10
Properties=species:S:1:pos:R:3:lowdin_charge:R:1
C -1.36 -0.50 0.27 -0.401
C -0.76 -1.20 1.39 -1.029
C 0.38 0.71 -0.92 -1.136
O -2.41 -0.34 -0.20 0.134
Cl -0.76 -2.92 0.91 0.617
Br -1.87 -0.88 3.04 0.649
Br 1.51 -0.66 -1.59 0.569
Br 1.17 1.81 0.41 0.580
H 0.25 -0.89 1.66 0.037
H -0.14 1.26 -1.68 -0.019
```

Its HOMO energy (spin up / spin down) is -8.35 / -8.41 eV. For the LUMO energy (spin up / spin down), the calculation gives -1.0181 / -1.0018 eV.

Molecular formula: C3H2Br3F
Method: DFT, the ωB97M-V functional and the def2-TZVPD basis

XYZ file:
```
9
Properties=species:S:1:pos:R:3:lowdin_charge:R:1
C 0.85 -1.40 -2.04 0.004
C 1.08 -1.79 -0.91 -0.670
C 3.62 0.32 -0.43 -1.123
F 3.35 0.82 -1.61 -0.036
Br 1.75 -2.19 0.79 0.734
Br 4.21 1.91 0.96 0.393
Br 5.00 -0.87 -0.63 0.755
H 3.11 0.13 0.47 -0.118
H 0.43 -1.10 -3.04 0.061
```

Its HOMO energy is -10.16 eV. For the energy above the lowest of the compared OMol25 structures with the same formula, charge and spin, the calculation gives 66.6 kcal per mole. The SMILES is FC(Br)Br.C#CBr. For the LUMO energy, the calculation gives -0.1201 eV.

Molecular formula: C3H2Br3O2
Method: DFT, the ωB97M-V functional and the def2-TZVPD basis

XYZ file:
```
10
Properties=species:S:1:pos:R:3:lowdin_charge:R:1
C -0.74 -1.04 2.32 -0.575
C -0.55 -0.58 1.02 -0.038
C 0.64 0.70 -2.22 -1.582
O -0.27 -1.89 1.49 0.131
O -0.93 -0.93 3.46 0.161
Br 0.83 0.98 -4.15 0.260
Br -0.72 2.01 -1.49 0.228
Br 2.42 1.28 -1.49 0.205
H 0.38 0.05 0.99 0.120
H -1.06 -0.57 0.07 0.090
```

The charge is -1. Its HOMO energy is -3.71 eV. For the energy above the lowest of the compared OMol25 structures with the same formula, charge and spin, the calculation gives 79.6 kcal per mole. For the LUMO energy, the calculation gives 3.2481 eV.

Molecular formula: C3H2Br5F
Method: DFT, the ωB97M-V functional and the def2-TZVPD basis

XYZ file:
```
11
Properties=species:S:1:pos:R:3:lowdin_charge:R:1
C 2.29 -1.14 -0.46 -0.148
C 1.31 -0.29 -0.31 -1.243
C -2.91 0.36 0.31 -1.316
F -3.25 -0.19 1.47 -0.093
Br 3.18 1.55 1.67 0.098
Br 0.77 1.03 -1.64 0.597
Br 0.11 -0.15 1.20 0.637
Br -3.29 -0.58 -1.28 0.646
Br -3.37 2.18 0.11 0.655
H 2.68 -1.08 -1.52 0.091
H 2.50 -1.70 0.46 0.076
```

Its HOMO energy (spin up / spin down) is -9.98 / -8.67 eV. For the LUMO energy (spin up / spin down), the calculation gives -0.7497 / -3.4601 eV.

Molecular formula: C3H2BrClN2
Method: DFT, the ωB97M-V functional and the def2-TZVPD basis

XYZ file:
```
9
Properties=species:S:1:pos:R:3:lowdin_charge:R:1
C 0.93 -0.46 0.85 -0.165
C 0.07 1.25 0.02 -0.314
C 0.05 -0.91 -0.08 -0.785
N 0.91 0.93 0.95 0.084
N -0.62 0.24 -0.55 -0.503
Cl -0.53 -2.46 -0.46 0.679
Br -1.87 0.44 -1.93 0.776
H 1.36 -1.25 1.50 0.119
H -0.29 2.22 -0.29 0.108
```

Its HOMO energy is -9.14 eV. For the energy above the lowest of the compared OMol25 structures with the same formula, charge and spin, the calculation gives 3.9 kcal per mole. The SMILES is Clc1cncn1Br. For the LUMO energy, the calculation gives -0.5607 eV.

Molecular formula: C3H2BrClO
Method: DFT, the ωB97M-V functional and the def2-TZVPD basis

XYZ file:
```
8
Properties=species:S:1:pos:R:3:lowdin_charge:R:1
C 0.65 -1.27 0.84 -0.515
C 1.08 0.62 -0.12 -0.475
C 2.15 0.69 0.70 -0.699
O 0.30 1.02 -0.95 0.107
Cl 0.50 -2.05 -0.56 0.686
Br 3.87 0.66 0.15 0.791
H 0.10 -0.35 1.00 -0.035
H 1.99 0.55 1.88 0.139
```

Its HOMO energy is -8.74 eV. For the energy above the lowest of the compared OMol25 structures with the same formula, charge and spin, the calculation gives 120.7 kcal per mole. For the LUMO energy, the calculation gives -0.9455 eV.

Molecular formula: C3H2BrClO
Method: DFT, the ωB97M-V functional and the def2-TZVPD basis

XYZ file:
```
8
Properties=species:S:1:pos:R:3:lowdin_spin:R:1
C -0.30 0.33 0.39 0.648
C 0.63 -0.46 0.09 0.085
C -1.59 0.28 -1.23 0.479
O -1.34 -0.50 -2.06 0.253
Cl 2.02 -0.68 1.07 0.092
Br -3.07 1.40 -1.24 0.392
H -0.66 0.82 1.27 0.039
H 0.71 -0.82 -0.90 0.011
```

Its HOMO energy (spin up / spin down) is -6.29 / -10.15 eV. For the energy above the lowest of the compared OMol25 structures with the same formula, charge and spin, the calculation gives 52.0 kcal per mole. As for the expectation value of S²: 2.016. The spin multiplicity is 3. For the LUMO energy (spin up / spin down), the calculation gives 0.3138 / -3.2974 eV.